The following is a DFT calculation (the ωB97M-V functional and the def2-TZVPD basis) of a molecular structure, C19H29N7PtS.

Highest occupied orbital energy (alpha / beta) = -11.45 / -13.67 eV
Energy above the lowest of the compared OMol25 structures with the same formula, charge and spin = 0.0 kcal/mol
LUMO (alpha / beta) = -6.2 / -10.5 eV
Net charge = +2
Energy = -1641.47356 a.u.
Maximum force = 0.56 eV/A
Spin multiplicity = 5
HOMO-LUMO gap (alpha / beta) = 5.22 / 3.21 eV

Atoms and positions in Å:
1 Pt -0.76 0.88 1.11
2 C -4.19 -2.55 3.80
3 N -2.94 -2.45 3.04
4 C -1.83 -3.21 3.60
5 C -2.66 -1.45 2.17
6 N -1.46 -1.09 1.83
7 N -3.77 -0.86 1.58
8 C -3.84 0.24 0.74
9 N -5.09 0.49 0.29
10 N -2.81 0.95 0.43
11 H -4.34 -3.58 4.09
12 H -5.07 -2.26 3.23
13 H -4.15 -1.94 4.70
14 H -2.22 -4.14 4.01
15 H -1.31 -2.67 4.39
16 H -1.12 -3.47 2.81
17 H -0.76 -1.54 2.39
18 H -4.64 -1.32 1.75
19 H -5.89 -0.07 0.54
20 H -5.26 1.28 -0.31
21 H -3.04 1.74 -0.16
22 C 1.42 0.95 3.72
23 C 1.69 2.03 2.67
24 C 2.15 3.31 3.37
25 C 2.82 1.53 1.75
26 C 0.45 2.31 1.85
27 H 2.33 0.73 4.29
28 H 1.10 0.02 3.25
29 H 0.65 1.27 4.42
30 H 3.06 3.13 3.94
31 H 1.38 3.68 4.05
32 H 2.36 4.09 2.64
33 H 3.72 1.32 2.33
34 H 3.07 2.28 0.99
35 H 2.53 0.60 1.24
36 H 0.13 3.34 1.73
37 S 3.54 -0.82 -4.00
38 C 2.36 -0.36 -2.76
39 C 2.14 0.98 -2.48
40 C 1.25 1.27 -1.46
41 N 0.62 0.33 -0.76
42 C 0.84 -0.95 -1.05
43 C 1.72 -1.36 -2.04
44 C 2.68 -0.49 -5.51
45 C 2.64 0.80 -6.03
46 C 1.92 0.96 -7.20
47 N 1.29 -0.04 -7.82
48 C 1.37 -1.26 -7.31
49 C 2.07 -1.56 -6.14
50 H 2.64 1.78 -3.01
51 H 1.05 2.30 -1.17
52 H 0.30 -1.68 -0.46
53 H 1.90 -2.41 -2.23
54 H 3.15 1.63 -5.56
55 H 1.85 1.94 -7.66
56 H 0.86 -2.05 -7.86
57 H 2.13 -2.57 -5.77

The following is a DFT calculation (the ωB97M-V functional and the def2-TZVPD basis) of C19H29NO in the gas phase.

Highest occupied orbital energy = -7.62 eV
Energy above the lowest of the compared OMol25 structures with the same formula, charge and spin = 115.4 kcal/mol
LUMO = 0.8 eV
Energy = -871.20132 a.u.
Maximum force = 3.67 eV/A
HOMO-LUMO gap = 8.41 eV
Structure (SMILES) = C#C/C=C\C[C@H]1CCC[C@H]2[C@@H]1CC[C@@H]1CC[C@H](CCO)N12

Atoms and positions in Å:
1 C -4.73 4.53 -0.75
2 C -4.60 3.35 -0.98
3 O 1.74 -3.85 3.29
4 C -4.68 1.98 -1.24
5 C -3.74 1.07 -0.82
6 N 1.25 -1.09 -0.05
7 C 0.61 -3.80 2.35
8 C 0.18 2.22 1.46
9 C 1.07 1.16 0.93
10 C 1.09 -3.36 0.89
11 C 3.22 -1.94 0.61
12 C 3.16 -1.87 -0.89
13 C 1.37 -0.40 -2.34
14 C -2.66 1.29 0.09
15 C -0.61 2.74 0.15
16 C 0.37 0.80 -2.19
17 C 0.26 -0.02 0.24
18 C 1.73 -1.95 1.02
19 C 2.18 -0.73 -1.08
20 C -1.39 1.69 -0.71
21 C -0.60 0.49 -0.98
22 H -5.07 5.58 -0.63
23 H 1.52 -4.43 4.03
24 H -5.26 1.71 -2.17
25 H -3.88 0.12 -1.29
26 H 0.21 -4.77 2.24
27 H -0.20 -3.14 2.73
28 H 0.77 3.05 1.82
29 H -0.54 1.88 2.22
30 H 1.68 0.86 1.81
31 H 1.73 1.63 0.22
32 H 1.72 -4.07 0.40
33 H 0.24 -3.39 0.21
34 H 3.76 -2.85 1.03
35 H 3.72 -1.05 1.10
36 H 2.80 -2.85 -1.29
37 H 4.14 -1.70 -1.31
38 H 0.87 -1.24 -2.78
39 H 2.01 -0.05 -3.07
40 H -3.06 2.17 0.63
41 H -2.59 0.53 0.90
42 H -1.33 3.45 0.40
43 H 0.10 3.45 -0.32
44 H 0.89 1.81 -2.07
45 H -0.36 0.82 -3.01
46 H -0.46 -0.43 0.99
47 H 1.48 -1.44 1.98
48 H 2.82 0.16 -0.89
49 H -1.64 2.20 -1.68
50 H -1.28 -0.31 -1.22

The following is a DFT calculation (the ωB97M-V functional and the def2-TZVPD basis) of 2 unconnected molecules or ions with the total composition C19H30BN2O5P.

Highest occupied orbital energy = -9.30 eV
LUMO = -0.6 eV
Energy = -1593.63453 a.u.
Maximum force = 6.80 eV/A
HOMO-LUMO gap = 8.72 eV
Structure (SMILES) = [H]/N=C(/C)CB(CC#C)CCCP(=O)(OCC)OCC.O=[N+]([O-])c1ccccc1

Atoms and positions in Å:
1 C -4.56 2.08 -1.98
2 C -3.99 0.94 -2.36
3 C -3.28 -0.36 -3.04
4 B -2.11 -0.92 -2.00
5 C -2.45 -2.29 -1.19
6 C -3.48 -2.02 0.06
7 C -2.77 -2.12 1.51
8 P -2.77 -0.33 2.21
9 O -2.29 0.58 1.06
10 O -1.74 -0.12 3.56
11 C -0.38 -0.60 3.31
12 C 0.59 0.46 2.55
13 O -4.37 -0.04 2.74
14 C -4.85 1.29 2.40
15 C -6.49 1.20 2.48
16 C -0.78 0.00 -1.86
17 C 0.54 -0.77 -1.32
18 C 1.90 -0.62 -2.21
19 N 0.65 -1.48 -0.21
20 H -5.03 2.98 -1.42
21 H -4.07 -1.18 -3.27
22 H -2.75 0.02 -3.99
23 H -1.52 -2.90 -0.88
24 H -3.06 -2.97 -1.93
25 H -3.96 -0.99 -0.12
26 H -4.36 -2.79 0.07
27 H -1.72 -2.57 1.44
28 H -3.37 -2.78 2.25
29 H 0.09 -0.78 4.36
30 H -0.31 -1.60 2.75
31 H 1.36 -0.15 1.93
32 H 0.05 1.25 1.92
33 H 1.22 1.01 3.36
34 H -4.56 2.08 3.21
35 H -4.61 1.63 1.33
36 H -6.74 0.14 2.05
37 H -7.00 1.95 1.77
38 H -6.88 1.21 3.56
39 H -0.52 0.37 -2.94
40 H -0.92 0.96 -1.23
41 H 2.51 -1.59 -2.26
42 H 2.54 0.18 -1.63
43 H 1.67 -0.14 -3.24
44 H -0.28 -1.46 0.25
45 C 7.93 0.95 0.58
46 C 7.82 2.09 -0.21
47 C 6.98 2.09 -1.32
48 C 6.25 0.94 -1.63
49 C 6.36 -0.21 -0.84
50 C 7.20 -0.20 0.27
51 N 5.35 0.94 -2.78
52 O 5.29 1.96 -3.46
53 O 4.69 -0.08 -3.00
54 H 8.58 0.96 1.45
55 H 8.39 2.98 0.03
56 H 6.91 2.98 -1.94
57 H 5.80 -1.11 -1.07
58 H 7.29 -1.08 0.89

The following is a DFT calculation (the ωB97M-V functional and the def2-TZVPD basis) of a molecular structure, C19H30Br3NO11.

Highest occupied orbital energy = -10.40 eV
Energy above the lowest of the compared OMol25 structures with the same formula, charge and spin = 15.6 kcal/mol
LUMO = -0.7 eV
Energy = -9346.31170 a.u.
Maximum force = 2.19 eV/A
HOMO-LUMO gap = 9.71 eV

Atoms and positions in Å:
1 C -17.66 -8.59 -15.13
2 C -18.51 -9.67 -14.90
3 C -18.29 -10.84 -15.62
4 C -17.24 -10.91 -16.51
5 C -16.41 -9.84 -16.76
6 C -16.61 -8.68 -16.02
7 N -17.10 -12.13 -17.32
8 O -17.78 -13.10 -17.02
9 O -16.35 -12.09 -18.28
10 H -17.91 -7.62 -14.70
11 H -19.48 -9.52 -14.45
12 H -19.00 -11.64 -15.53
13 H -15.61 -9.78 -17.48
14 H -16.11 -7.76 -16.29
15 C -20.07 -7.20 -19.08
16 C -20.31 -6.34 -20.30
17 O -19.02 -6.02 -20.86
18 C -18.97 -5.03 -21.74
19 O -19.92 -4.48 -22.21
20 O -17.74 -4.67 -22.02
21 C -16.67 -5.24 -21.29
22 H -19.26 -6.76 -18.51
23 H -19.79 -8.21 -19.37
24 H -20.99 -7.19 -18.49
25 H -20.78 -5.38 -20.10
26 H -20.89 -6.88 -21.04
27 H -16.72 -6.33 -21.32
28 H -16.60 -4.92 -20.25
29 H -15.75 -4.90 -21.76
30 C -12.55 -2.86 -17.31
31 C -11.62 -2.87 -18.52
32 O -11.45 -4.16 -19.10
33 C -12.40 -4.53 -19.94
34 O -13.38 -3.90 -20.21
35 O -12.11 -5.72 -20.41
36 C -12.90 -6.24 -21.45
37 H -12.50 -3.77 -16.71
38 H -13.59 -2.79 -17.63
39 H -12.30 -1.98 -16.72
40 H -10.62 -2.55 -18.23
41 H -12.04 -2.10 -19.18
42 H -13.95 -6.12 -21.21
43 H -12.70 -7.30 -21.54
44 H -12.68 -5.72 -22.39
45 C -21.27 -7.56 -25.25
46 C -21.77 -8.57 -24.22
47 O -21.33 -9.89 -24.52
48 C -20.09 -10.29 -24.21
49 O -19.69 -11.38 -24.47
50 O -19.43 -9.37 -23.46
51 C -18.26 -9.89 -22.82
52 H -20.21 -7.73 -25.43
53 H -21.59 -6.55 -25.03
54 H -21.64 -7.97 -26.20
55 H -22.85 -8.68 -24.32
56 H -21.53 -8.31 -23.20
57 H -17.78 -9.07 -22.27
58 H -17.57 -10.15 -23.62
59 H -18.43 -10.66 -22.08
60 C -14.45 -9.96 -21.31
61 Br -13.95 -9.47 -23.12
62 Br -15.33 -11.68 -21.23
63 Br -15.50 -8.57 -20.49
64 H -13.56 -10.10 -20.72

The following is a DFT calculation (the ωB97M-V functional and the def2-TZVPD basis) of a molecular structure, C19H30Cl3CsGeNO9Si.

Highest occupied orbital energy (alpha / beta) = -2.46 / -3.84 eV
Energy above the lowest of the compared OMol25 structures with the same formula, charge and spin = 21.4 kcal/mol
LUMO (alpha / beta) = 4.0 / 3.7 eV
Net charge = -2
Energy = -5241.55664 a.u.
Maximum force = 0.49 eV/A
Spin multiplicity = 2
HOMO-LUMO gap (alpha / beta) = 6.41 / 7.57 eV

Atoms and positions in Å:
1 Cs -0.89 0.19 1.95
2 O 0.24 -0.04 9.10
3 C 0.00 0.08 7.75
4 C 0.88 0.72 6.90
5 C 0.58 0.81 5.55
6 N -0.56 0.31 5.06
7 C -1.39 -0.32 5.89
8 C -1.17 -0.47 7.24
9 C -2.65 -0.93 5.29
10 O -3.20 -1.85 5.85
11 O -3.04 -0.43 4.13
12 C 1.62 1.45 4.59
13 O 2.64 1.87 5.16
14 O 1.33 1.44 3.38
15 H 1.08 0.41 9.28
16 H 1.82 1.15 7.24
17 H -1.87 -1.00 7.87
18 Cl -4.02 1.94 5.98
19 Ge -3.56 1.45 3.87
20 Cl -3.19 3.59 2.95
21 Cl -5.55 1.00 3.04
22 C -0.77 -3.09 -1.54
23 C 0.58 -2.93 -2.24
24 C 0.46 -3.37 -3.71
25 C 1.64 -3.77 -1.53
26 O 1.04 -1.60 -2.21
27 Si 0.14 -0.19 -2.18
28 O -0.74 0.02 -0.91
29 O -0.70 -0.27 -3.63
30 C -1.46 0.76 -4.24
31 C -2.59 0.07 -4.99
32 C -0.55 1.51 -5.22
33 C -2.04 1.74 -3.21
34 O 1.28 0.99 -2.50
35 C 2.41 1.36 -1.72
36 C 2.15 1.22 -0.22
37 C 2.69 2.82 -2.06
38 C 3.59 0.49 -2.14
39 H -1.07 -4.15 -1.55
40 H -1.54 -2.50 -2.04
41 H -0.71 -2.74 -0.51
42 H 0.14 -4.41 -3.78
43 H 1.43 -3.26 -4.20
44 H -0.25 -2.73 -4.22
45 H 1.38 -4.83 -1.55
46 H 1.72 -3.45 -0.49
47 H 2.61 -3.63 -2.01
48 H -2.18 -0.66 -5.69
49 H -3.20 0.79 -5.54
50 H -3.23 -0.46 -4.28
51 H -0.16 0.81 -5.96
52 H 0.29 1.94 -4.67
53 H -1.10 2.30 -5.73
54 H -2.62 1.20 -2.46
55 H -2.67 2.47 -3.72
56 H -1.24 2.26 -2.69
57 H 1.29 1.81 0.08
58 H 3.02 1.55 0.35
59 H 1.96 0.17 0.03
60 H 1.84 3.44 -1.76
61 H 2.85 2.93 -3.13
62 H 3.58 3.18 -1.53
63 H 3.36 -0.56 -1.94
64 H 4.50 0.77 -1.59
65 H 3.78 0.60 -3.21

The following is a DFT calculation (the ωB97M-V functional and the def2-TZVPD basis) of C19H30Cl4N2O2 in the gas phase.

Highest occupied orbital energy = -9.31 eV
LUMO = 0.4 eV
Energy = -2842.77124 a.u.
Maximum force = 0.72 eV/A
HOMO-LUMO gap = 9.74 eV
Structure (SMILES) = C[C@@]1(C(=O)NCCCCCCCCCNC(=O)[C@@]2(C)CC2(Cl)Cl)CC1(Cl)Cl

Atoms and positions in Å:
1 C -1.10 3.12 -1.72
2 C -0.12 3.36 -0.59
3 C -0.54 3.14 0.83
4 C -0.31 4.53 0.34
5 H -1.17 5.17 0.21
6 H 0.59 5.04 0.67
7 Cl -2.19 2.66 1.18
8 Cl 0.58 2.42 1.95
9 C 1.33 3.03 -0.95
10 O 2.16 3.90 -1.05
11 N 1.54 1.73 -1.18
12 H 0.81 1.06 -0.93
13 C 2.84 1.22 -1.52
14 H 2.77 0.64 -2.46
15 C 3.45 0.34 -0.42
16 C 2.79 -1.04 -0.35
17 C 3.33 -1.86 0.82
18 C 2.57 -3.17 1.05
19 C 1.45 -3.07 2.10
20 H 1.89 -2.81 3.06
21 H 0.98 -4.05 2.20
22 C 0.40 -2.04 1.71
23 H 0.87 -1.05 1.69
24 C -0.78 -1.97 2.67
25 H -0.42 -1.86 3.70
26 C -1.66 -0.75 2.35
27 N -2.32 -0.86 1.06
28 C -1.82 -0.40 -0.09
29 O -0.73 0.13 -0.21
30 C -2.76 -0.58 -1.28
31 C -2.75 -1.92 -1.95
32 C -2.10 -0.75 -2.62
33 H -2.57 -0.34 -3.49
34 H -1.02 -0.74 -2.65
35 Cl -1.75 -3.20 -1.29
36 Cl -4.25 -2.56 -2.61
37 C -4.04 0.22 -1.16
38 H -4.68 -0.19 -0.37
39 H -4.59 0.19 -2.09
40 H -3.81 1.25 -0.91
41 H -3.17 -1.40 1.03
42 H -1.03 0.14 2.31
43 H -2.42 -0.61 3.11
44 H -1.38 -2.88 2.62
45 H 0.04 -2.27 0.71
46 H 3.27 -3.94 1.39
47 H 2.15 -3.52 0.11
48 H 4.38 -2.07 0.63
49 H 3.28 -1.26 1.74
50 H 2.98 -1.58 -1.28
51 H 1.71 -0.91 -0.26
52 H 3.33 0.86 0.53
53 H 4.51 0.22 -0.61
54 H 3.48 2.09 -1.70
55 H -1.18 2.05 -1.92
56 H -0.74 3.62 -2.62
57 H -2.08 3.51 -1.47